ORCA calculation (the ωB97M-V functional and the def2-TZVPD basis) on 2 unconnected molecules or ions with the total composition C6H18NO at a distorted geometry.

Each atom is followed by the atoms it is bonded to, with distances in Å.
Cartesian coordinates (Å):
1 C -1.329 -1.131 0.350  C2 1.487, H8 1.109, H9 1.106, H10 1.098
2 C -1.151 0.288 -0.058  C1 1.487, C3 1.617, N7 1.522, H11 1.107
3 C -0.115 0.541 -1.273  C2 1.617, C4 1.524, C5 1.521, H12 1.116
4 C 0.073 2.003 -1.661  C3 1.524, H13 1.094, H14 1.093, H15 1.087
5 C 1.224 -0.145 -1.044  C3 1.521, C6 1.555, H16 1.124, H17 1.092
6 C 1.264 -1.689 -1.226  C5 1.555, H18 1.089, H19 1.094, H20 1.091
7 N -0.830 1.165 1.143  C2 1.522, H21 1.021, H22 1.021, H23 1.042
8 H -2.181 -1.254 1.048  C1 1.109
9 H -0.601 -1.656 0.996  C1 1.106
10 H -1.272 -1.720 -0.575  C1 1.098
11 H -2.148 0.421 -0.519  C2 1.107
12 H -0.733 0.039 -2.055  C3 1.116
13 H -0.719 2.396 -2.307  C4 1.094
14 H 0.948 2.048 -2.315  C4 1.093
15 H 0.272 2.681 -0.835  C4 1.087
16 H 1.515 -0.011 0.034  C5 1.124
17 H 2.044 0.262 -1.639  C5 1.092
18 H 2.313 -1.917 -1.408  C6 1.089
19 H 0.625 -2.013 -2.052  C6 1.094
20 H 0.933 -2.312 -0.395  C6 1.091
21 H -1.643 1.261 1.754  N7 1.021
22 H -0.296 1.996 0.886  N7 1.021
23 H -0.150 0.685 1.771  N7 1.042
24 H 1.547 -0.917 3.171  O26 0.952
25 H 0.163 -1.433 3.260  O26 0.972
26 O 0.688 -0.762 2.793  H24 0.952, H25 0.972

Computed properties:
**Energy relative to the best compared isomer or geometry (same formula, charge and spin)**: 12.4 kcal/mol
**Charge**: +2
**Multiplicity**: 2
**F_max**: 1.6 eV/Å
**Orbital gap (spin up / spin down)**: 13.1 / 5.4 eV

Atomic partial charges in e from the Löwdin method, atoms 1 to 2:
1 C -0.03
2 C -0.22